i:
One molecule with the formula C6H9NO, computed with the ωB97M-V functional and the def2-TZVPD basis.

Geometry (Å):
H: -1.18 2.21 -0.05
H: -3.08 0.61 0.95
H: 0.84 -1.78 0.34
H: 3.57 -0.26 -0.25
H: -1.05 -0.77 -0.78
H: -2.72 -1.11 0.70
O: 1.32 2.37 0.02
C: 1.53 -1.25 -0.23
N: 1.37 0.13 -0.21
C: 0.78 1.31 -0.13
C: -1.49 0.10 -0.32
C: 2.65 -0.33 0.27
H: -3.64 -0.33 -0.42
C: -0.74 1.24 -0.34
C: -2.83 -0.16 0.24
H: 2.89 -0.32 1.34
H: 1.78 -1.64 -1.15

## Properties
HOMO ... -9.328 eV
Gap between HOMO and LUMO ... 10.15 eV
SMILES string ... C/C=C/C(=O)N1CC1
Spin multiplicity ... 1
LUMO energy ... 0.819 eV


ii:
One molecule with the formula C6H9NO, computed with the ωB97M-V functional and the def2-TZVPD basis.

Geometry (Å):
C: 0.37 -0.40 1.56
H: -0.65 -0.76 1.62
H: -3.73 -0.05 -0.82
C: 1.21 -0.54 0.18
O: -0.49 2.13 0.01
H: 3.04 -1.06 -0.69
H: -2.99 1.48 -1.59
C: 2.42 -1.06 0.20
C: -2.87 0.59 -0.97
C: 0.54 0.15 -0.96
H: 2.83 -1.50 1.09
H: 0.47 0.62 1.93
H: 0.87 -1.07 2.26
N: -1.79 0.26 -0.42
H: 0.12 -0.59 -1.65
H: 1.23 0.83 -1.46
C: -0.60 0.97 -0.32

## Properties
HOMO ... -9.506 eV
Gap between HOMO and LUMO ... 10.01 eV
SMILES string ... C=NC(=O)CC(=C)C
Spin multiplicity ... 1
LUMO energy ... 0.500 eV


iii:
One molecule with the formula C6H9NO, computed with the ωB97M-V functional and the def2-TZVPD basis.

Geometry (Å):
C: -0.19 0.72 -0.14
H: 0.49 1.04 2.31
H: -0.75 2.60 0.20
C: -0.86 -2.91 -2.06
C: -0.17 -2.11 -1.21
H: -1.90 -3.23 -1.74
H: -0.80 -0.37 1.62
H: -0.17 -3.46 -2.76
C: -0.01 1.95 0.58
H: 0.92 -1.95 -1.19
H: -0.22 0.58 -1.23
C: -0.45 -0.44 0.57
H: 1.52 3.39 1.14
C: 1.26 2.37 0.99
O: -0.82 -1.64 -0.04
H: 1.94 1.55 0.93
N: 0.21 1.93 2.02

## Properties
HOMO ... -8.711 eV
Gap between HOMO and LUMO ... 9.76 eV
SMILES string ... C=CO/C=C/[C@@H]1CN1
Spin multiplicity ... 1
LUMO energy ... 1.050 eV


The computed energies, referenced to the most stable structure and given in eV, are i 0.996; ii 0.000; iii 2.004.


i:
One molecule with the formula C6H9NO, computed with the ωB97M-V functional and the def2-TZVPD basis.

Geometry (Å):
H: -0.72 2.92 0.73
C: 1.55 0.36 -1.64
H: -1.33 -2.04 1.85
H: 0.32 -1.42 1.97
C: -0.62 -1.19 0.02
H: 2.62 0.32 -1.80
H: 0.90 0.45 -2.51
N: -0.45 2.45 -0.12
C: 1.00 0.28 -0.42
H: 0.32 2.91 -0.59
C: -1.30 0.15 0.20
H: 1.63 0.13 0.45
C: -0.38 -1.95 1.32
H: -2.31 0.27 0.57
H: -0.01 -2.95 1.10
O: -0.79 -1.79 -1.06
C: -0.42 1.10 -0.05

## Properties
HOMO ... -8.630 eV
Gap between HOMO and LUMO ... 8.85 eV
SMILES string ... C=C/C(N)=C\C(C)=O
Spin multiplicity ... 1
LUMO energy ... 0.225 eV


ii:
A 3-piece molecular cluster, C6H9NO overall, computed with the ωB97M-V functional and the def2-TZVPD basis.

Geometry (Å):
C: 2.00 0.78 -1.18
C: -0.89 -0.14 -1.03
H: -2.29 0.08 2.55
H: -0.55 1.46 -2.26
H: 1.60 -1.43 -1.41
N: 1.57 0.45 -0.02
C: 0.15 0.28 0.01
H: 3.02 -0.94 -0.36
H: -2.46 -0.22 -0.24
C: -1.95 -0.10 1.55
H: 1.24 0.70 -2.07
H: 0.20 0.31 2.20
H: -0.10 -1.83 -1.51
H: 2.89 1.45 -1.19
O: -2.71 -0.56 0.65
C: -0.35 0.14 1.35
C: 2.22 -0.68 -0.82

## Properties
HOMO ... -8.147 eV
Gap between HOMO and LUMO ... 6.58 eV
Spin multiplicity ... 1
LUMO energy ... -1.565 eV


iii:
One molecule with the formula C6H9NO, computed with the ωB97M-V functional and the def2-TZVPD basis.

Geometry (Å):
C: -0.93 0.11 -0.35
C: -0.26 1.44 -0.85
H: 1.92 -0.36 1.60
C: -0.05 -1.38 1.33
H: 1.05 0.58 -2.11
N: 0.37 1.38 -2.16
H: 0.18 1.62 1.09
H: -0.28 -2.01 2.25
O: -0.52 -2.03 0.18
H: -0.70 -0.56 -1.17
H: -2.00 -0.66 1.63
C: 1.26 -0.57 0.89
C: 0.42 0.67 0.31
C: -1.21 -0.84 0.82
H: -0.49 1.15 -2.96
H: -0.51 2.42 -0.42
H: 1.77 -0.96 -0.06

## Properties
HOMO ... -8.291 eV
Gap between HOMO and LUMO ... 9.21 eV
SMILES string ... N[C@@H]1[C@@H]2C[C@@H]3O[C@@H]3[C@@H]12
Spin multiplicity ... 1
LUMO energy ... 0.919 eV


The computed energies, referenced to the most stable structure and given in eV, are i 0.000; ii 10.893; iii 4.979.


i:
One molecule with the formula C6H9NO, computed with the ωB97M-V functional and the def2-TZVPD basis.

Geometry (Å):
H: 1.63 1.59 -0.56
C: 0.21 -1.02 -0.77
C: -0.03 0.88 0.24
O: -1.57 -0.49 1.16
H: 1.14 -0.13 -2.35
C: 0.66 -0.45 0.54
H: -1.69 1.35 1.76
H: -0.54 0.32 -2.44
H: 1.57 -0.40 1.10
C: -0.90 0.70 1.54
H: -0.61 -2.36 0.81
C: 0.31 0.20 -1.77
N: 0.58 1.47 -0.82
C: -0.50 -1.33 0.56
H: -0.25 0.80 2.51
H: 0.87 -1.81 -1.17
H: -0.89 0.69 -0.33

## Properties
HOMO ... -9.140 eV
Gap between HOMO and LUMO ... 10.12 eV
SMILES string ... C1N[C@@H]2CO[C@H]3[C@@H]1[C@H]32
Spin multiplicity ... 1
LUMO energy ... 0.978 eV


ii:
C6H9NO as an isolated structure, computed with the ωB97M-V functional and the def2-TZVPD basis.

Geometry (Å):
H: -0.39 0.96 2.40
H: 0.24 -2.38 0.57
H: -1.27 2.17 1.15
C: -2.02 0.08 -0.32
H: -1.40 -2.59 0.58
C: -0.65 -2.11 0.02
H: -0.79 -2.48 -0.89
C: -0.73 -0.60 0.02
C: -0.90 1.26 1.40
H: 1.12 0.05 0.76
H: 0.07 1.83 -1.30
H: 1.05 0.34 -1.81
C: 0.90 1.19 -1.11
O: -2.91 0.42 -1.06
C: 0.40 0.46 0.13
N: -1.71 0.07 0.94
H: 1.78 1.64 -1.03

## Properties
HOMO ... -8.677 eV
Gap between HOMO and LUMO ... 9.49 eV
Spin multiplicity ... 1
LUMO energy ... 0.815 eV


iii:
One molecule with the formula C6H9NO, computed with the ωB97M-V functional and the def2-TZVPD basis.

Geometry (Å):
H: 0.63 -2.70 0.25
H: 1.66 -1.63 1.21
C: -0.51 2.00 0.27
O: -4.21 0.05 0.47
H: -1.02 -0.77 1.15
H: -0.89 1.59 1.28
H: -1.30 2.62 -0.32
C: 0.94 -1.66 0.30
N: -2.36 -0.45 -0.86
H: 1.57 -1.40 -0.51
C: -3.26 -0.18 -0.12
C: -0.97 -0.46 -0.98
H: 0.45 2.52 0.29
H: -0.61 -0.90 -2.05
H: 0.90 0.73 -0.87
C: -0.26 -0.73 0.37
C: -0.04 0.54 -0.38

## Properties
HOMO ... -9.184 eV
Gap between HOMO and LUMO ... 10.10 eV
SMILES string ... C[C@@H]1C(N=C=O)[C@H]1C
Spin multiplicity ... 1
LUMO energy ... 0.920 eV


The computed energies, referenced to the most stable structure and given in eV, are i 4.680; ii 2.819; iii 0.000.